Density functional theory data (the ωB97M-V functional and the def2-TZVPD basis) for a 8-piece molecular cluster, C20H58N2O14 overall.

Structure (XYZ):
```
94
Properties=species:S:1:pos:R:3:forces:R:3
H 4.67735 -11.82552 -2.34917 -0.12 0.26 0.74
O 1.65646 -9.23198 -6.29847 -0.99 -1.15 1.02
H 3.55156 -1.35324 -7.50886 0.81 -0.89 0.37
O 2.00665 -5.44671 -8.59458 0.56 1.01 0.39
H 8.21642 -4.90802 -6.13470 -0.50 -0.62 0.78
H 8.39524 -0.32477 -4.50167 0.35 0.24 -0.09
H 4.70263 -7.28514 -11.02364 -0.58 -0.33 0.26
H 5.28436 -1.72753 -3.80340 0.25 -0.14 -0.06
H 5.37448 -2.68508 -12.82242 -0.22 0.55 -0.55
H 1.40309 -11.22627 -6.35873 -0.39 -0.23 -0.35
O 1.77406 -5.16521 -12.31435 0.28 -0.36 0.11
O 4.12591 -9.35137 -2.85785 -3.00 2.51 1.94
C 0.54760 -10.23915 -8.21858 -0.12 -0.36 2.85
H 0.90842 -5.02634 -12.70548 0.14 -0.14 -0.47
H 4.67217 -1.16493 -10.79568 -0.65 -0.50 0.08
H 6.97404 -3.93014 -9.38517 -0.16 0.16 0.29
H 2.66585 -5.12132 -4.02928 0.00 0.01 0.13
H 3.54898 -0.55644 -8.94213 0.16 -0.25 -0.91
C 5.54683 -11.18772 -2.50826 0.57 -0.54 -3.70
H 7.94092 -2.73476 -10.14257 0.19 0.01 -0.45
H 4.80866 -0.15087 -7.89411 0.52 -0.26 0.30
H 3.33890 -9.80676 -3.16577 -0.31 0.43 0.30
O 5.12398 -2.03630 -8.87734 -1.45 1.39 -0.41
H 6.14029 -11.75502 -3.22526 0.40 -0.75 0.00
O 6.97975 -1.13576 -3.29458 0.22 -0.47 0.06
C 8.79143 -2.36065 -4.36301 -0.75 0.17 -0.87
H 3.47721 -4.71425 -5.85558 -0.08 0.35 -0.89
O 8.48218 -2.33850 -5.77333 0.41 0.40 0.33
H 2.54796 -10.67087 -7.57291 0.41 0.15 0.14
H 6.23403 -7.71461 -10.32144 -0.24 -0.33 0.50
H -0.68756 -9.77828 -6.69216 0.51 0.19 -0.03
H 4.02815 -10.62965 -9.72801 0.20 -0.89 -0.01
H 5.24171 -2.77766 -5.67721 -0.69 -0.31 -1.17
H 8.94748 -0.67415 -2.87650 0.33 -0.55 0.10
H 6.41724 -8.95172 -6.41991 0.36 -0.71 -0.14
C 8.35792 -1.06739 -3.70467 -0.66 0.90 -0.35
H 5.70587 -9.41624 -8.02472 0.15 0.03 0.11
C 1.54725 -4.89561 -10.94537 -0.03 -0.01 0.90
H 5.20522 -3.78097 -10.96090 -0.38 0.00 0.40
C 5.50747 -8.01842 -11.07503 -0.21 0.69 0.40
C 4.26449 -1.02024 -8.26314 0.01 0.17 -0.86
H 0.79322 -9.32165 -8.75336 -0.04 0.00 -0.07
H 4.66443 -10.40906 -4.28359 1.55 -0.50 -0.98
H 0.59194 -11.09926 -8.88665 -0.42 0.06 -0.02
H 0.51958 -5.18431 -10.72482 -0.37 0.49 0.19
C 1.61248 -10.42685 -7.06950 -0.71 1.02 -1.11
O 4.40591 -2.05733 -4.00626 -1.30 0.00 -0.19
H 1.72672 -3.83357 -10.77810 -0.19 0.15 0.37
H 7.94551 -5.38993 -7.74317 -0.01 -0.12 -0.41
C 7.42256 -5.25432 -6.79648 -0.05 1.17 -1.22
H 5.80292 -7.91047 -13.06740 -0.53 -0.24 0.23
H 2.04633 -6.76817 -10.09655 0.61 -0.33 -0.42
H 6.27364 -0.98753 -10.28686 0.40 0.04 0.21
H 6.75653 -0.34017 -2.80591 0.02 0.07 0.00
H 3.74643 -8.50351 -8.54131 0.09 -0.21 -0.38
H 5.95715 -9.29212 -3.55923 0.36 -0.38 -0.33
O 2.45768 -4.20630 -4.23174 -0.83 -0.23 1.47
H 5.09039 -3.92060 -4.43171 0.16 -0.44 0.22
H 3.26894 -7.06288 -7.92581 -0.88 0.04 -0.38
C 5.50662 -9.11502 -6.99629 0.71 1.17 0.86
C 5.45318 -1.70462 -10.26009 0.86 -0.78 0.46
C 7.22242 -3.52352 -10.36552 -0.17 -0.39 1.92
C 2.35389 -5.73612 -9.92812 -0.83 -0.42 -1.33
C 4.52719 -3.13521 -4.93578 1.02 -0.13 1.60
O 4.05583 -9.71287 -10.01150 -0.95 1.77 1.39
H 1.05802 -5.50598 -8.45975 -0.12 -0.17 -0.15
H 3.42179 -5.59137 -10.09166 0.01 -0.11 0.38
N 3.56806 -7.99723 -7.68577 0.25 1.76 0.01
C 5.95552 -2.99117 -10.99812 0.62 -0.37 0.86
H 4.87233 -5.72112 -7.48651 0.11 0.87 0.77
C 3.19534 -3.80782 -5.31983 1.45 1.02 -0.87
N 6.27309 -2.69607 -12.36147 -0.98 1.00 -1.46
C 5.16073 -10.01806 -3.39539 0.04 -1.37 -0.33
C 5.61027 -6.52024 -7.41609 -1.45 -1.93 0.62
H 6.68177 -4.46912 -6.94744 0.40 0.83 -0.03
H 2.59190 -3.09392 -5.88046 -0.09 -0.28 -0.37
O -0.78167 -10.12519 -7.58234 0.62 -0.44 -1.36
O 6.27919 -10.88569 -1.41199 0.60 0.42 2.49
C 5.07795 -9.47202 -10.92429 0.02 -0.83 -0.76
C 4.80691 -7.75920 -6.93527 -0.70 -1.24 -0.65
H 8.18787 -3.19289 -4.00080 0.62 -0.21 0.84
H 6.72598 -3.44494 -12.86563 0.47 -0.32 0.54
H 4.44086 -7.59042 -5.92254 0.57 0.28 0.39
H 7.68536 -4.40018 -10.81858 -0.05 0.33 -0.74
H 7.20675 -10.76443 -1.62771 -0.15 -0.02 -0.17
H 7.53630 -2.18522 -5.83173 -0.23 -0.07 -0.26
O 6.65563 -6.36481 -6.48158 -0.01 -0.58 0.01
H 9.87550 -2.46387 -4.31565 -0.18 -0.36 0.26
H 5.94312 -10.06755 -10.63287 0.30 -0.08 -0.36
H 4.87447 -9.85753 -6.50932 0.10 -0.05 -0.11
H 4.61785 -9.86838 -11.82945 0.89 0.27 -0.89
O 6.24207 -7.73688 -12.23157 1.11 -0.13 -0.98
H 2.30891 -8.63808 -6.67688 0.85 0.46 -0.86
H 5.83642 -6.63045 -8.47667 1.14 -0.33 -0.08
```
Forces are in eV/Å.

Output
Expectation value of S² = 0.75
Charge = -1
Strongest force on any atom = 0.0849 hartree/bohr
Frontier orbital gap (alpha / beta) = 1.3202 / 8.8074 eV
2S+1 = 2



Density functional theory data (the ωB97M-V functional and the def2-TZVPD basis) for C20H58N2O18P4 as an isolated structure.

Structure (XYZ):
```
102
Properties=species:S:1:pos:R:3:forces:R:3
H 2.79858 -2.10477 -1.34641 0.33 -0.65 -0.35
H 6.32975 -2.94450 3.02325 -0.19 -0.12 0.13
O -2.93144 0.36935 1.38392 2.30 -1.02 9.92
H -6.16230 -1.37575 -3.54562 0.31 -0.59 -0.66
C 1.05015 1.47746 -3.24461 2.49 2.40 -2.41
H 1.15981 -1.28915 4.52606 0.58 0.23 -0.44
H -5.47962 -0.49611 1.22473 -0.66 -0.30 1.47
O 3.10249 2.04396 1.74765 -1.72 -1.10 0.17
C -1.82095 0.99072 1.96661 -12.40 -5.82 4.51
H 1.38903 0.89659 -0.80396 -0.27 -0.23 0.52
H 4.81972 1.02551 1.14102 -0.34 -0.34 0.23
O 0.91342 -2.18423 1.11752 -0.24 2.14 0.57
O -1.92762 2.63191 -1.34072 -0.77 3.43 2.19
C -5.70681 -0.57379 -4.12655 -0.93 1.72 1.07
H 1.96190 3.45014 -0.23212 0.29 0.12 -0.16
H 0.57370 1.10610 0.71433 0.43 0.74 0.32
C -1.81351 1.07264 -3.21865 -1.32 2.06 -1.64
P -3.53933 -0.69304 -2.59686 -2.66 0.77 0.72
H 7.07285 -4.62141 -1.01408 0.17 0.12 0.10
H -5.99509 -1.54517 3.56119 -0.41 0.34 -0.19
N -4.30755 -1.98502 0.68364 -0.37 -2.13 0.26
C -3.92400 0.28062 -0.22364 -1.69 2.48 -3.36
H -1.01675 -1.44691 1.27608 -0.04 -0.62 0.01
O 1.89696 0.04065 2.89388 -1.12 3.48 2.34
O -0.79626 3.59347 -3.55541 0.61 0.06 2.07
H -3.41430 1.08815 0.30191 -2.02 1.38 -3.67
H -3.28303 -0.55036 0.07080 1.55 3.55 -2.92
C 0.88981 3.55964 -0.06867 4.06 3.05 -1.18
H -0.87423 1.21517 -0.63535 -0.84 -0.91 0.69
H 1.85443 -2.02120 2.98228 0.16 -0.14 -0.67
H -0.98573 1.40415 -3.84553 -0.74 -1.63 -0.54
H 0.50030 2.62807 0.34188 4.83 2.83 -3.39
H 6.47122 -3.11424 -1.80032 0.06 -1.11 -1.09
O 7.10151 -2.79217 -0.03931 -1.37 2.40 3.03
H -0.01594 -0.86049 3.20955 0.79 -0.98 -0.19
H 0.71249 0.25050 -2.22690 0.99 -4.70 1.85
H 2.66707 -3.15689 0.07638 0.53 -0.27 -0.71
C 0.01273 1.81385 1.32466 5.42 -1.23 1.59
C -0.02031 -1.10249 0.99932 -0.94 -0.34 -2.34
H -0.33647 2.57105 0.62266 -4.47 -1.09 3.07
H 0.10209 -0.18391 1.57319 1.80 -1.42 -0.17
H -0.48895 -1.54433 -1.03650 0.13 -0.22 -0.10
C -0.20380 -0.63888 -0.50082 -1.11 0.10 -0.28
H -4.87428 0.04227 0.25413 0.40 1.42 -1.76
C 4.49827 1.83673 1.79425 1.03 0.43 -0.91
H -6.07546 0.32044 -3.62401 -0.63 0.20 -0.14
O 4.59280 -2.61145 -0.51148 2.06 0.80 1.28
O 2.55300 2.13770 4.28044 -0.13 -0.13 -0.78
C 0.96965 -0.02632 -1.20448 3.04 -3.37 2.30
H -1.74857 0.27319 -1.59716 0.92 -1.02 2.32
O -4.31973 -0.44242 -3.98744 2.70 -0.29 0.66
H -2.68020 2.97193 -3.79064 -0.61 1.39 -0.08
C -2.07691 3.79994 -4.16286 -0.90 -1.28 -0.14
C 5.49620 -2.89553 2.32262 -0.56 -1.31 1.10
P 2.15113 1.67974 2.94363 -2.18 0.02 1.12
C -4.79484 -1.16068 1.75155 -0.85 -1.68 0.00
P -0.69325 2.94999 -2.04515 3.24 4.24 -0.41
H 1.96935 0.90665 -3.11285 -0.25 0.01 0.52
H 0.49735 1.01727 -4.06360 0.34 0.06 -0.02
H -2.68154 1.57319 -3.64770 -0.21 -1.19 0.25
H 0.77976 4.41721 0.59508 -0.15 -0.34 0.57
H -1.52765 1.90847 1.45689 -6.99 1.79 -0.49
N -1.33135 0.31557 -0.67834 1.97 -0.57 3.24
C 7.25179 -3.55964 -1.18354 -1.12 0.77 -2.03
O -3.75702 -2.03053 -2.02975 1.10 0.59 -0.67
H -2.00062 3.56523 -5.22454 0.41 0.46 -0.05
H 5.57209 -3.72262 1.61674 0.03 0.03 0.02
H 4.86522 1.70334 2.81193 0.04 0.26 -0.12
H -4.86360 -2.71733 3.20137 0.52 -0.15 0.05
H -2.57685 4.75381 -3.99456 0.60 0.09 0.22
H -6.27795 -2.80907 2.33773 -0.17 0.75 -0.84
H 1.41566 2.47139 -3.50269 -0.06 -0.02 -0.72
H -0.91939 1.36810 1.67186 12.38 1.19 -2.01
H 0.34721 0.25249 4.28508 0.62 0.42 0.68
C -3.64790 -0.35858 2.35499 -1.38 -0.62 1.04
O 5.98606 -0.41950 -0.61734 0.13 -1.08 1.34
O 0.69947 2.30542 2.46575 2.54 0.39 0.32
H 1.83604 -0.64210 -0.96302 -0.29 -0.48 -1.20
O -4.08081 0.51120 -1.59919 0.23 -1.79 -3.79
O 0.27071 1.64224 -2.11115 -1.99 6.77 -1.66
O -2.02117 -0.22924 -2.89451 -1.67 -4.83 -3.53
H 2.69024 -2.72974 1.65494 0.09 0.02 0.84
H 8.18372 -3.32770 -1.69911 0.24 -0.31 0.40
C -5.57285 -2.06010 2.69826 0.92 -0.21 1.97
O 0.30301 3.99380 -1.26067 -2.45 -0.66 -3.39
P 5.84894 -1.70747 0.10078 -1.27 -1.25 -0.64
H -3.78175 -1.32519 0.12843 -1.66 -3.82 -0.44
C 0.86655 -0.55762 3.77309 -1.41 2.70 0.59
H 4.51797 -2.95248 2.80001 0.26 -0.42 0.48
O 5.48743 -1.64788 1.71572 1.47 1.54 -3.59
H -1.05149 0.22046 1.91444 -1.98 -0.37 0.32
H -4.10926 0.30390 3.08736 0.46 0.25 0.51
H -1.87984 1.12557 3.04662 -0.39 0.76 0.27
H -1.66284 1.44437 -2.20513 -1.32 -0.42 -2.57
H 2.80965 -1.46853 0.18593 1.85 -0.04 -0.36
C 2.06075 -1.88065 1.92125 0.98 -3.92 -0.17
C 3.21237 -2.32078 -0.36142 -1.15 0.01 -1.88
H 4.83892 2.73047 1.27150 0.73 0.07 0.61
H -2.96661 -1.09300 2.78461 0.09 -0.09 0.61
H 2.65007 -0.98831 1.71029 -0.58 -1.05 -0.31
H -3.63969 -2.69130 0.95791 -0.15 -0.45 0.54
H -5.94401 -0.45115 -5.18334 -0.07 -0.71 0.16
```
Forces are in eV/Å.

Output
Strongest force on any atom = 0.2805 hartree/bohr
Frontier orbital gap = 7.9450 eV



Density functional theory data (the ωB97M-V functional and the def2-TZVPD basis) for a 8-piece molecular cluster, C20H59N3O11 overall.

Structure (XYZ):
```
93
Properties=species:S:1:pos:R:3:forces:R:3
O -3.71800 0.07313 1.41368 0.72 0.88 -0.02
H -1.55869 -3.52764 1.55116 -0.81 -0.45 -0.94
C 0.37590 2.13129 1.17099 0.25 -0.47 -0.02
H -6.94165 -1.61441 -1.79669 0.37 0.19 -0.35
H -2.71550 1.82214 2.16884 0.63 -0.24 -0.03
H -3.43067 -0.90591 -3.20050 0.16 -0.22 -0.12
H -5.87080 0.69918 -2.36019 -0.11 -0.21 -0.01
H 3.05886 1.85111 3.11637 -0.57 0.30 -0.23
H 4.84103 -2.94647 0.90868 0.79 0.55 -0.11
H 0.34001 -3.17592 -0.35163 0.06 0.37 -0.45
H -1.12046 0.41027 -4.47196 -0.25 0.36 -0.24
H 1.00192 2.98432 1.46416 -0.21 0.04 -0.13
H 5.74639 -0.10993 -1.82516 -0.31 -0.15 0.70
N -5.96840 -0.45360 -4.08120 -0.36 -0.99 -0.23
C -1.46024 -1.83073 2.83663 -0.40 1.10 0.24
H -0.75390 -0.99730 -3.48851 0.41 0.21 -0.09
H -3.77326 -0.01525 0.45001 -0.06 0.31 -0.13
C 2.67579 1.57572 4.10117 -0.72 0.63 -0.57
H -2.20280 1.41258 -0.59425 0.50 0.16 -0.41
H -0.40736 2.41743 0.47671 -0.22 0.50 0.11
H 3.71815 3.34078 4.83317 -0.59 -0.47 0.31
H 2.61849 2.96619 6.99442 0.07 0.04 0.01
O 1.94596 -2.45073 -1.45717 -0.50 0.65 0.27
H -1.07079 -3.96760 3.19836 -0.44 0.72 -0.33
H 0.01796 -2.69990 -2.04921 0.08 0.02 0.52
N 2.72636 -1.38475 1.66868 0.67 -0.80 0.46
C -1.02150 -3.19208 2.40122 1.33 -0.62 0.80
H 0.34766 -2.41755 1.38598 0.66 -0.68 0.84
N 1.84071 -1.35995 -4.52702 -1.12 0.01 -0.91
C 2.75417 2.79776 5.03511 1.62 -0.68 -0.15
C -2.22791 0.82090 -1.51518 0.36 -1.30 1.20
H -2.04653 1.36669 -2.42547 0.06 0.62 -0.15
H 5.36646 0.33375 0.33127 -0.01 -0.35 0.98
H -3.77449 0.84608 -3.48823 0.11 -0.79 0.60
C -3.68224 1.47779 1.84132 -1.73 -2.15 1.52
H 0.08163 -1.44089 -0.80306 1.03 -0.46 -0.10
H 1.10690 0.32286 -5.65300 0.02 -0.59 1.36
C 4.17397 -1.02944 1.70232 0.01 -0.25 -0.34
H -0.06934 1.69126 2.06287 -0.20 0.15 0.07
H 1.62752 1.20013 4.02351 0.62 0.24 0.05
H 1.86166 -1.82884 -3.63492 -0.40 0.11 0.47
C -3.93927 -0.03272 -2.78911 -1.64 0.39 -1.37
H 2.42358 -1.67253 -1.12174 -0.04 -0.15 0.09
O -3.53997 0.26038 -1.51749 1.19 0.72 1.02
O -4.88316 2.78181 3.48244 0.70 0.94 -0.07
H 4.31370 -0.51878 -2.71333 -0.15 0.09 0.74
H -5.61798 0.96707 2.86699 0.61 -0.17 -0.41
H 1.09889 4.01753 -2.88776 -0.28 -0.40 -0.32
H 2.79129 -1.15743 -4.75194 0.52 0.30 -0.30
O -1.13072 -0.76395 1.89944 -0.44 -1.02 0.17
C -5.85866 -1.42877 -1.85528 -0.35 1.12 0.12
O 4.07984 -0.78334 -0.69378 -0.19 -1.47 0.13
O 1.14278 1.15266 0.49139 0.54 -1.43 1.20
H -5.80071 3.01265 3.57319 -0.47 -0.23 -0.11
H -5.51156 -1.28839 -0.84585 0.16 0.19 0.48
C 1.45525 0.80082 -3.50066 1.00 0.63 -1.64
H 3.76632 0.78843 5.39066 0.57 -0.01 2.07
O 3.53692 0.55539 4.52036 -0.14 -0.54 -1.13
O 1.05824 2.14018 -3.72422 -1.78 -0.65 -0.55
C 0.55343 -2.40769 -1.12255 -0.58 -0.46 -0.50
O 0.36804 -3.13528 2.07097 -0.38 1.06 -1.03
H 2.70315 -2.18446 1.05136 -0.40 -0.12 -0.83
H 2.56019 0.86660 -3.50138 -0.21 -0.57 0.09
H 1.97318 3.50652 4.93046 -1.00 0.51 -0.57
H 2.51688 -1.89222 2.52825 -0.13 0.50 0.33
O 2.72204 2.26077 6.35219 0.07 -0.04 0.20
C -5.45724 -0.24175 -2.74763 0.00 -0.56 0.25
H 4.31742 0.93760 -1.70866 -0.04 0.52 -0.12
H 4.91393 -2.81844 2.62802 0.12 0.15 -0.05
C 1.46759 2.99311 -2.72857 0.87 1.38 0.64
C 0.98043 -0.15351 -4.62429 0.26 0.16 0.50
H -4.05608 2.15466 1.11150 -0.45 0.38 -0.80
H -4.20846 0.99058 3.98990 -0.01 -0.35 -1.23
H -5.35042 -2.28755 -2.21530 0.31 -1.11 -0.47
C 4.63884 -0.09634 -1.73631 0.44 0.28 -2.58
H 3.64526 0.63932 0.65917 -0.02 0.65 -0.19
H -2.02716 -0.43899 1.67406 0.42 0.14 -0.33
H -1.45886 0.00385 -1.46099 -0.56 0.70 0.06
H -2.55849 -1.76898 2.95441 0.49 -0.32 0.51
H 1.12813 0.38637 -2.56332 -0.28 0.03 0.81
C -0.52809 -0.48755 -4.43762 0.94 -1.24 -0.54
H 6.19228 -1.88599 1.81830 -1.18 -0.73 -0.74
C 4.38555 -0.14211 0.51248 -0.07 1.15 0.01
H -0.89778 -1.59871 3.73939 -0.35 0.05 0.36
H -5.63198 -1.34651 -4.48291 -0.21 0.83 0.34
C -4.64552 1.44635 3.06208 -0.07 0.68 1.07
H 1.32210 0.40217 1.14066 -0.08 1.02 -1.29
C 5.11845 -2.24264 1.71268 -0.03 0.27 1.28
H -5.65771 0.30082 -4.65503 0.12 0.35 -0.74
H 1.14325 2.71307 -1.71045 0.36 -0.27 -0.29
H 2.56480 3.10831 -2.82134 -0.08 -0.19 0.68
H 4.28410 -0.38806 2.57022 0.40 -0.11 0.26
H -0.81899 -1.21677 -5.22635 -0.02 0.67 0.34
```
Forces are in eV/Å.

Output
SMILES = COC[C@H](C)N.COC[C@H](C)N.COC[C@H](C)N.OCCO.OCCO.OCCO.CO.CO
Strongest force on any atom = 0.0613 hartree/bohr
Frontier orbital gap = 9.3027 eV
Energy relative to the best compared isomer or geometry (same formula, charge and spin) = 0.0 kcal/mol



The lowest strongest force on any atom belongs to which entry? C20H59N3O11



Among the records above, which one has the lowest strongest force on any atom? C20H59N3O11



strongest force on any atom of number 2 (C20H58N2O18P4)? 0.2805 hartree/bohr